The following is a quantum chemistry calculation of a molecular structure, C11H20Br12NO2, from the Open Molecules 2025 dataset.

```
46
Properties=species:S:1:pos:R:3:forces:R:3
C 3.6809 -0.3898 0.9221 -0.1527 -0.0604 -0.0149
C 3.0913 0.4441 -0.2144 0.0479 -0.3773 -0.0717
C 1.5798 0.6994 -0.0978 0.1381 0.0252 0.1464
O 1.3037 2.0718 -0.1400 0.1232 0.1951 0.0044
N -0.0107 2.3446 -0.7823 0.2542 -0.2575 0.1392
C -1.0185 2.2157 0.2464 -0.0640 0.1654 -0.1784
C -2.1399 1.1948 -0.0729 -0.0455 0.1424 0.2118
C -2.0582 -0.1743 0.6154 -0.0511 -0.1768 -0.1986
C -1.4206 -1.2838 -0.2088 0.1523 -0.0795 0.2179
O -1.8418 -2.5853 0.2378 -0.0512 -0.0306 0.1146
H 3.0376 -1.2516 1.1216 0.0090 -0.0141 0.0206
H 3.7584 0.1812 1.8489 0.0308 0.0038 0.0106
H 4.6648 -0.7867 0.6645 0.0792 0.1115 0.0588
H 3.5995 1.4046 -0.3113 -0.0161 0.0221 0.0553
H 3.2764 -0.1052 -1.1422 0.0199 0.1456 -0.0862
H 1.2105 0.2393 0.8408 -0.0777 0.0372 -0.0233
H 1.0339 0.2387 -0.9271 0.0330 -0.0997 0.0535
H -1.5380 3.1850 0.4088 0.0059 0.0109 0.0432
H -0.5635 1.9650 1.2152 0.0020 -0.0106 0.0011
H -2.1540 1.0682 -1.1599 -0.0149 0.0008 -0.0103
H -3.1027 1.6416 0.2020 -0.0166 -0.0099 0.0103
H -1.5330 -0.0936 1.5750 -0.0096 0.0628 0.0080
H -3.0700 -0.5261 0.8369 -0.0082 0.0253 0.0583
H -0.3321 -1.2343 -0.1542 -0.0062 0.0759 -0.1544
H -1.7162 -1.2105 -1.2549 -0.0569 -0.0219 -0.0026
H -1.6692 -2.6288 1.1868 -0.0074 -0.0027 -0.1544
C 2.1027 1.7189 -5.0018 0.0942 -0.0486 0.0867
Br 3.4019 3.0662 -5.5091 0.0419 0.0387 -0.0337
Br 2.7382 -0.0433 -5.5084 0.0166 -0.0481 -0.0320
Br 1.5983 1.8254 -3.1676 -0.3860 0.2034 -0.0708
H 1.2283 1.9053 -5.6079 0.0169 -0.0024 -0.0297
C -5.3367 0.1768 -2.5638 -0.0208 -0.0305 -0.0190
Br -5.0861 -1.1537 -1.2005 0.0034 -0.0163 -0.0105
Br -5.6318 1.9224 -1.8175 -0.0141 0.0359 0.0198
Br -3.8738 0.1801 -3.8088 0.0325 0.0113 -0.0156
H -6.2287 -0.0870 -3.1119 0.0079 -0.0069 -0.0132
C -1.7242 -6.0510 2.1670 0.0046 0.0280 -0.0843
Br -1.6061 -7.6614 3.2180 -0.0131 -0.0306 0.0196
Br -1.8968 -4.5004 3.2889 -0.0069 0.0321 0.0867
Br -0.2511 -5.8841 0.9546 0.0297 -0.0084 -0.0055
H -2.6270 -6.1198 1.5778 0.0010 0.0107 -0.0068
C 3.3823 2.7063 4.1594 -0.0336 0.0185 -0.0313
Br 2.7989 4.0435 5.4279 -0.0075 0.0291 0.0425
Br 2.5301 2.8837 2.4595 -0.1527 -0.0978 -0.1912
Br 5.3085 2.6997 4.0119 0.0557 -0.0053 0.0057
H 3.1045 1.7487 4.5755 0.0129 0.0042 0.0234
```
Forces are in eV/Å.

Total charge: -1
Kohn-Sham gap, eV: 3.96
DFT total energy, hartree: -31524.400245

Mulliken charges in e: -1.09 -0.54 -0.44 -0.47 -0.65 -0.65 -0.13 -0.71 -0.20 -0.41 0.31 0.10 0.38 0.31 0.30 0.46 0.49 0.26 0.17 0.16 0.16 0.37 0.35 0.05 0.32 0.18 -0.38 -0.09 -0.09 0.29 0.32 -0.32 0.01 -0.02 -0.02 0.32 -0.29 -0.07 -0.04 0.00 0.35 -0.35 -0.10 0.13 -0.05 0.34